No. 1
76
Properties=species:S:1:pos:R:3:forces:R:3 method="wB97M-V/def2-TZVPD" relative_energy_ev=0.0000 homo_lumo_gap_ha=0.329 smiles="O=C(C1CCCC1)N1CCC(C[C@@H]2CC(c3ccc(Cl)cc3)=NO2)(C(=O)NCC2CCCCC2)CC1" homo_ev=-8.547
O -5.0300 -1.4752 -1.9560 -0.2 0.0 -0.3
C -4.5398 -1.6823 -0.8599 0.0 -0.2 0.2
C -4.9353 -2.8802 -0.0006 0.0 0.0 -0.3
C -5.8000 -3.8707 -0.8019 0.0 -0.1 -0.1
C -7.0302 -4.1446 0.0610 0.0 0.1 0.0
C -7.2359 -2.8223 0.7896 0.0 -0.1 0.1
C -5.8156 -2.4271 1.1872 -0.1 0.1 0.1
N -3.6371 -0.8228 -0.3277 0.2 0.4 0.0
C -2.8806 -0.9675 0.8942 0.2 -0.2 0.3
C -1.3922 -1.1617 0.5919 -0.2 0.3 0.2
C -0.8448 -0.0045 -0.2549 0.2 -0.3 -0.1
C 0.6175 -0.2697 -0.6669 0.0 0.0 0.4
C 1.5585 -0.5213 0.5171 0.2 0.4 -0.3
C 3.0439 -0.3259 0.1740 -0.1 -0.3 0.2
C 3.5662 -1.7300 0.3954 -0.9 0.6 0.1
C 4.9357 -2.1473 0.1820 0.6 -0.3 -0.1
C 5.9114 -1.2396 -0.2313 -0.3 -0.2 0.1
C 7.2155 -1.6501 -0.4299 0.2 -0.2 0.0
C 7.5543 -2.9770 -0.2162 -0.3 0.2 0.0
Cl 9.1833 -3.4918 -0.4659 0.2 -0.1 0.0
C 6.5984 -3.8961 0.1961 0.1 0.0 0.0
C 5.2989 -3.4805 0.3931 0.0 0.2 0.0
N 2.6538 -2.5293 0.7915 0.9 -0.5 -0.1
O 1.4612 -1.9080 0.9195 -0.7 0.2 0.2
C -0.8446 1.2829 0.5889 -0.1 -0.3 -0.4
O -0.9206 1.2699 1.8015 0.0 -0.1 0.4
N -0.7031 2.4285 -0.1093 0.0 0.4 -0.3
C -0.5620 3.7183 0.5249 0.2 0.3 0.2
C 0.8578 4.2921 0.4064 -0.2 -0.4 -0.2
C 1.8861 3.3583 1.0446 0.0 0.4 0.2
C 3.2844 3.9636 0.9718 0.0 -0.3 -0.2
C 3.6664 4.2534 -0.4767 0.0 0.3 0.2
C 2.6417 5.1832 -1.1198 0.0 -0.3 -0.2
C 1.2458 4.5698 -1.0476 0.0 0.4 0.3
C -1.7234 0.1066 -1.5099 -0.2 0.2 0.3
C -3.1883 0.3014 -1.1210 -0.1 0.1 -0.5
H -4.0250 -3.3701 0.3507 0.0 0.1 0.0
H -6.0976 -3.3878 -1.7343 0.1 -0.1 0.0
H -5.2541 -4.7808 -1.0468 0.0 0.0 -0.1
H -6.8211 -4.9368 0.7831 -0.1 0.0 0.0
H -7.8941 -4.4392 -0.5325 0.0 -0.1 0.0
H -7.6457 -2.0836 0.0998 -0.1 0.1 0.0
H -7.8996 -2.9055 1.6495 -0.1 0.1 0.0
H -5.5243 -2.9635 2.0924 0.0 0.0 0.0
H -5.7285 -1.3582 1.3809 0.1 0.0 0.1
H -3.2475 -1.8037 1.4831 0.0 0.0 0.0
H -3.0043 -0.0556 1.4890 0.0 -0.1 0.0
H -0.8501 -1.2203 1.5339 0.0 -0.1 0.0
H -1.2429 -2.0985 0.0531 0.0 0.0 0.0
H 0.6530 -1.1461 -1.3193 0.0 0.0 0.0
H 0.9877 0.5880 -1.2353 0.0 0.0 0.0
H 1.2525 0.0785 1.3797 0.1 -0.1 -0.1
H 3.5362 0.3879 0.8352 0.0 0.1 0.0
H 3.1937 -0.0123 -0.8610 0.0 0.1 0.0
H 5.6566 -0.2041 -0.3975 0.0 0.1 0.0
H 7.9684 -0.9464 -0.7489 0.1 0.0 0.0
H 6.8770 -4.9252 0.3591 0.0 -0.1 0.0
H 4.5394 -4.1749 0.7141 0.0 -0.1 0.0
H -0.6157 2.4031 -1.1107 -0.1 -0.2 0.1
H -0.8123 3.5715 1.5782 0.0 0.1 -0.1
H -1.2803 4.4152 0.0801 0.0 0.0 0.1
H 0.8638 5.2428 0.9505 0.0 0.0 0.0
H 1.8783 2.4026 0.5161 0.0 -0.1 0.0
H 1.6123 3.1649 2.0832 0.0 -0.1 0.0
H 4.0092 3.2806 1.4200 0.0 0.0 0.1
H 3.3072 4.8936 1.5439 0.0 0.0 0.1
H 4.6579 4.7082 -0.5175 0.0 -0.1 -0.1
H 3.7060 3.3155 -1.0370 0.0 -0.1 -0.1
H 2.9103 5.3714 -2.1614 0.0 0.1 0.0
H 2.6437 6.1412 -0.5957 0.0 0.1 0.0
H 1.2442 3.6362 -1.6162 0.0 -0.1 -0.1
H 0.5189 5.2454 -1.5046 -0.1 0.0 -0.1
H -1.4047 0.9150 -2.1707 0.1 0.0 -0.1
H -1.6394 -0.8249 -2.0750 0.1 0.0 0.0
H -3.8203 0.3518 -2.0096 0.1 0.1 0.2
H -3.3065 1.2215 -0.5368 0.0 0.0 0.0

No. 2
90
Properties=species:S:1:pos:R:3:forces:R:3 method="wB97M-V/def2-TZVPD" relative_energy_ev=0.0000 spin_multiplicity=8 total_charge=-1 homo_lumo_gap_ha="0.182 / 0.210" homo_ev="-2.858 / -3.626"
Eu 1.0336 -0.2099 0.1299 0.5 0.4 0.6
C -1.8959 3.3725 -1.8497 -0.1 0.1 0.0
C -1.4298 4.0381 -0.5548 0.0 0.1 -0.1
S -0.8990 2.8552 0.7097 0.0 -0.2 0.0
C -0.0450 3.9924 1.8233 0.0 0.2 0.1
C 1.3370 4.4548 1.3692 -0.1 0.1 -0.1
S 2.4557 3.0470 1.3812 0.0 -0.1 0.1
C 3.8453 3.6363 0.4143 0.1 0.1 -0.1
C 3.5382 4.0962 -1.0165 0.1 0.1 0.1
S 2.3308 3.0739 -1.8978 0.0 -0.1 0.0
C 1.4248 4.4042 -2.7201 -0.1 0.1 -0.1
C 0.2992 3.8234 -3.5763 0.1 0.1 -0.1
S -0.6893 2.4929 -2.8632 0.0 -0.1 0.0
H -2.3686 4.1368 -2.4747 0.0 0.0 0.0
H -2.6611 2.6269 -1.6312 0.0 -0.1 0.0
H -2.2698 4.6219 -0.1651 0.0 0.0 0.1
H -0.6228 4.7412 -0.7649 0.1 -0.1 0.0
H 0.0335 3.4775 2.7833 0.0 -0.1 0.0
H -0.6858 4.8620 1.9958 0.0 0.0 0.0
H 1.6859 5.2613 2.0200 0.1 0.0 0.0
H 1.2744 4.8534 0.3530 0.0 -0.1 0.0
H 4.5337 2.7922 0.3907 0.0 -0.1 0.0
H 4.3385 4.4607 0.9369 0.0 0.0 0.0
H 4.4836 4.1099 -1.5629 0.0 0.0 0.0
H 3.1625 5.1220 -1.0078 -0.1 0.0 0.0
H 2.0846 4.9825 -3.3735 0.1 0.0 0.0
H 1.0254 5.1001 -1.9771 0.0 -0.1 0.1
H 0.7426 3.3756 -4.4689 0.0 -0.1 0.0
H -0.3561 4.6289 -3.9219 0.0 0.0 0.0
C -4.7416 -5.8222 -0.0630 0.0 -0.1 0.0
C -4.1939 -4.4631 -0.3997 0.0 0.1 0.0
C -4.6255 -3.7794 -1.5303 0.0 0.0 0.0
C -4.1322 -2.5165 -1.8330 0.0 0.0 0.0
C -3.1967 -1.9281 -0.9993 0.0 0.0 0.0
C -2.7497 -2.5967 0.1306 0.1 0.0 0.0
C -3.2462 -3.8547 0.4218 0.0 0.0 0.0
S -2.5547 -0.3002 -1.3362 -0.3 0.0 -0.1
O -2.9007 0.4972 -0.1793 0.1 0.0 0.0
O -3.1501 0.1107 -2.5950 0.0 0.0 0.1
N -0.9892 -0.4419 -1.3873 -0.2 -0.1 -0.5
C -0.3367 -0.9510 -2.4938 -0.2 0.0 0.1
C -0.9180 -1.4992 -3.6515 0.1 -0.1 -0.1
C -0.0876 -1.9625 -4.6483 0.0 0.0 0.0
C 1.2962 -1.8852 -4.5166 0.0 0.0 0.1
C 1.7858 -1.3393 -3.3460 -0.1 0.0 -0.1
N 0.9995 -0.8951 -2.3716 0.1 0.1 0.0
H -4.9338 -6.4068 -0.9639 0.0 0.0 0.0
H -5.6838 -5.7470 0.4854 0.0 0.0 0.0
H -4.0437 -6.3836 0.5589 0.0 0.0 0.0
H -5.3505 -4.2407 -2.1921 0.0 0.0 0.0
H -4.4641 -1.9789 -2.7118 0.0 0.0 0.0
H -1.9838 -2.1432 0.7490 0.0 0.0 0.0
H -2.8743 -4.3863 1.2914 0.0 0.0 0.0
H -1.9882 -1.5314 -3.7718 0.0 0.0 0.0
H -0.5287 -2.3861 -5.5437 0.0 0.0 0.0
H 1.9680 -2.2363 -5.2870 0.0 0.0 0.0
H 2.8514 -1.2513 -3.1663 0.0 0.0 0.0
N 3.5467 -2.8045 3.1895 -0.1 0.0 0.0
C 2.5602 -2.2319 2.4359 0.0 0.1 -0.1
O 2.6583 -1.0528 2.1101 0.0 0.0 0.0
C 1.3711 -3.1009 2.0865 0.1 0.1 0.3
C 0.8232 -2.8018 0.6965 0.0 -0.2 0.0
H 4.4188 -2.3011 3.2159 0.0 0.0 0.0
H 3.5786 -3.8075 3.2197 0.1 0.0 0.0
H 0.6196 -2.8359 2.8483 0.0 0.0 0.0
H 1.6546 -4.1449 2.3250 0.0 0.0 -0.1
H -0.1378 -3.3199 0.5920 0.0 0.0 0.0
H 1.4837 -3.2730 -0.0494 0.0 0.0 0.0
F 3.6621 -1.9915 -0.7084 0.0 0.0 0.1
C 4.7893 -1.2960 -0.4863 0.0 0.0 -0.1
F 5.4017 -1.8704 0.5697 0.0 0.0 0.0
F 5.5841 -1.5112 -1.5568 0.0 0.0 0.0
C 4.5569 0.2315 -0.2694 -0.1 0.2 0.2
O 5.5904 0.8734 -0.0803 0.0 0.0 0.0
O 3.3659 0.6203 -0.3154 0.2 -0.2 -0.2
C -3.8233 -0.7928 2.9155 -0.1 0.0 0.0
C -2.6371 -1.4888 3.5763 0.1 -0.1 0.1
C -1.4108 -0.6271 3.5504 -0.1 0.0 -0.2
N -0.8424 -0.2572 2.4607 0.1 0.0 0.1
N 0.2655 0.5248 2.6497 -0.2 0.1 0.1
C 0.5171 0.7513 3.9004 0.1 -0.1 -0.2
N 1.5447 1.5452 4.3220 0.0 0.1 0.1
S -0.6218 0.0010 4.9708 0.0 0.0 0.0
H -4.6702 -1.4761 2.8340 0.0 0.0 0.0
H -3.5549 -0.4521 1.9155 0.0 0.0 0.0
H -4.1369 0.0754 3.4982 0.0 0.0 0.0
H -2.3941 -2.4138 3.0470 0.0 0.0 0.0
H -2.8606 -1.7716 4.6079 0.0 0.0 0.0
H 2.2091 1.7727 3.5882 0.0 0.0 0.0
H 1.9550 1.3156 5.2101 0.1 0.0 0.0

No. 3
78
Properties=species:S:1:pos:R:3:forces:R:3 method="wB97M-V/def2-TZVPD" total_charge=+1 homo_lumo_gap_ha=0.223 homo_ev=-10.124
Ti 0.3150 -0.5090 -0.6888 0.3 -1.0 -2.4
C 1.9765 -4.3095 0.3741 -0.1 0.0 0.0
C 1.4160 -3.4026 1.4631 -0.1 0.2 -0.3
C 2.4514 -2.3715 1.9209 -0.1 0.1 0.1
P -0.0463 -2.4594 0.8027 -0.3 -1.0 1.5
C -1.5093 -3.5801 0.4921 0.2 0.3 -0.3
C -1.6791 -4.7212 1.4877 0.2 0.1 -0.1
C -2.7459 -2.6771 0.4707 0.1 0.1 -0.1
C -0.4756 -1.4624 2.2632 -0.1 0.5 -0.4
C -0.6368 -1.9570 3.5528 0.0 0.2 0.0
C -0.8251 -1.1065 4.6336 0.1 -0.1 -0.1
C -1.1267 -1.6341 5.9998 0.0 0.1 0.1
C -0.7434 0.2675 4.4072 0.0 -0.1 -0.1
C -0.5871 0.7791 3.1374 0.1 0.0 -0.3
C -0.5185 -0.0743 2.0268 -0.1 -0.9 1.7
N -0.5100 0.3943 0.7157 0.0 0.0 0.1
C -1.2071 1.5763 0.4542 -0.6 1.5 -0.4
C -2.3810 1.9132 1.1347 0.1 -0.3 -0.1
C -3.0071 3.1209 0.9017 0.1 0.0 -0.1
C -2.5074 4.0280 -0.0269 0.1 -0.1 -0.1
C -3.1758 5.3435 -0.2711 0.0 0.0 -0.1
C -1.3847 3.6627 -0.7622 -0.2 -0.1 0.1
C -0.7293 2.4592 -0.5389 0.1 -0.4 0.3
P 0.6890 1.8139 -1.4864 -0.1 1.5 0.1
C 2.1988 2.6918 -0.8025 -0.2 -0.4 -0.1
C 2.0678 4.2042 -0.6615 -0.2 -0.2 0.1
C 3.4378 2.3186 -1.6161 -0.1 -0.2 0.1
C 0.3147 2.2640 -3.2646 0.1 -0.5 0.1
C 1.0186 1.2708 -4.1935 -0.1 -0.1 0.0
C 0.6154 3.6882 -3.7227 -0.1 0.0 0.3
H 2.7956 -4.9082 0.7627 0.1 -0.1 0.1
H 2.3619 -3.7103 -0.4499 0.0 -0.1 0.0
H 1.2125 -4.9817 -0.0125 0.0 -0.1 -0.1
H 1.0915 -3.9989 2.3260 -0.1 0.1 -0.2
H 2.7240 -1.6966 1.0968 0.0 -0.2 0.2
H 3.3557 -2.8767 2.2538 0.1 -0.1 0.0
H 2.0786 -1.7750 2.7545 0.1 0.0 0.0
H -1.3566 -3.9984 -0.5139 0.1 0.1 0.1
H -1.9469 -4.3405 2.4710 0.0 0.0 0.1
H -0.7786 -5.3278 1.5671 0.0 -0.1 0.1
H -2.4869 -5.3681 1.1495 -0.1 0.0 0.0
H -2.9356 -2.2736 1.4662 0.0 0.0 0.0
H -3.6193 -3.2517 0.1689 -0.1 0.0 -0.1
H -2.6249 -1.8431 -0.2328 -0.1 -0.2 0.2
H -0.6338 -3.0235 3.7171 0.0 -0.2 0.1
H -0.9836 -2.7095 6.0549 0.0 -0.1 0.0
H -2.1637 -1.4074 6.2519 0.0 -0.1 0.1
H -0.4972 -1.1577 6.7481 0.0 0.0 0.1
H -0.8197 0.9430 5.2452 0.0 0.1 0.1
H -0.5321 1.8477 2.9820 -0.1 0.0 0.1
H -2.8031 1.2111 1.8429 0.0 0.1 0.0
H -3.9098 3.3566 1.4443 -0.1 0.1 0.1
H -3.9455 5.5270 0.4724 -0.1 0.1 0.0
H -3.6378 5.3516 -1.2587 -0.1 0.1 0.0
H -2.4553 6.1596 -0.2356 0.0 0.1 0.0
H -1.0308 4.3400 -1.5232 0.1 0.1 -0.1
H 2.2885 2.2410 0.2059 -0.1 0.2 -0.3
H 2.1690 4.6968 -1.6239 0.0 0.1 -0.1
H 2.8650 4.5694 -0.0177 0.1 0.0 0.1
H 1.1166 4.4838 -0.2138 0.0 0.1 0.0
H 3.3872 2.7478 -2.6156 0.0 0.0 -0.1
H 3.5498 1.2358 -1.7030 0.1 0.1 -0.1
H 4.3263 2.7189 -1.1314 0.1 0.0 0.0
H -0.7715 2.0866 -3.3214 0.2 0.0 0.1
H 2.0979 1.2865 -4.0519 0.1 0.0 0.0
H 0.8172 1.5354 -5.2296 0.0 0.0 -0.1
H 0.6596 0.2562 -4.0299 0.1 0.0 -0.1
H 1.6759 3.8210 -3.9226 0.1 0.0 0.0
H 0.2979 4.4406 -3.0086 0.0 0.1 0.0
H 0.0776 3.8624 -4.6526 0.0 0.0 -0.1
S 1.6391 -4.7872 -6.1388 -0.1 0.1 0.1
C 1.3296 -3.7778 -4.9051 -0.1 0.0 0.1
S -0.2707 -3.1560 -4.5269 0.4 0.0 0.2
C 0.2071 -2.1290 -3.1769 0.7 -0.4 -0.2
C 1.5211 -2.1631 -2.8343 -0.5 -0.3 -0.6
S 2.3389 -1.2461 -1.6052 0.3 0.4 0.3
S 2.5603 -3.2014 -3.7971 -0.5 0.0 0.0
S -1.0458 -1.1404 -2.4517 0.1 0.4 0.5